Molecular formula: C41H62ClF13N12O4PS2
Method: DFT, ωB97M-V with the def2-TZVPD basis set

ORCA input file:
```
! RIJCOSX wB97M-V def2-TZVPD def2/J DEFGRID3
* xyz 1 1
C -2.553 0.203 5.482
C -3.220 0.469 4.255
N -2.539 1.403 3.338
C -2.175 1.001 2.132
N -1.556 1.887 1.120
C -0.996 1.084 -0.020
C -1.245 1.926 -1.365
C 0.042 2.687 -1.942
C 0.788 1.733 -2.985
O 1.806 2.499 -3.680
C 3.024 2.256 -2.975
C 3.795 0.896 -3.309
O 3.378 3.091 -2.130
C 0.386 0.326 0.192
C 1.655 1.210 0.567
C 1.519 2.203 1.781
F 0.742 1.764 2.864
F 0.906 3.420 1.325
C 3.006 2.672 2.212
F 2.853 3.887 2.898
F 3.659 3.008 0.993
C 3.867 1.566 2.971
F 4.842 1.143 2.014
F 3.159 0.368 3.252
C 4.731 2.077 4.212
F 5.769 1.117 4.372
F 5.423 3.274 3.928
S 3.866 2.184 5.855
F 3.773 0.545 6.058
F 2.342 2.263 5.224
F 3.960 3.861 5.742
F 5.374 2.246 6.593
F 3.204 2.358 7.365
C -2.179 -0.049 -0.026
C -1.809 -1.233 -1.021
S -3.231 -2.098 -1.827
C -2.925 -1.784 -3.658
C -4.173 -1.080 -4.383
P -3.898 0.799 -0.345
O -4.166 0.974 -2.016
Cl -5.454 -0.518 0.305
N -2.283 -0.246 1.434
C -2.025 -1.522 2.089
O -0.936 -1.386 3.053
C -0.447 -2.684 3.450
C 0.604 -3.339 2.443
C 2.139 -2.971 2.730
H -1.413 0.078 5.503
H -3.083 0.093 6.473
H -4.189 -0.071 4.014
H -2.381 2.389 3.593
H -2.167 2.671 0.877
H -2.054 2.735 -1.250
H -1.633 1.271 -2.229
H 0.712 3.158 -1.159
H -0.367 3.564 -2.564
H 0.005 1.443 -3.778
H 1.164 0.752 -2.554
H 3.195 0.073 -2.768
H 3.740 0.639 -4.422
H 4.842 0.852 -2.884
H 0.278 -0.472 1.016
H 0.701 -0.273 -0.737
H 2.491 0.466 0.843
H 2.041 1.691 -0.403
H -1.138 -0.780 -1.838
H -1.150 -2.053 -0.555
H -2.042 -1.055 -3.775
H -2.579 -2.737 -4.198
H -5.053 -0.943 -3.682
H -3.864 -0.030 -4.722
H -4.493 -1.619 -5.339
H -4.924 1.567 -2.196
H -1.854 -2.428 1.441
H -2.946 -1.773 2.741
H 0.092 -2.555 4.457
H -1.302 -3.407 3.651
H 0.369 -2.940 1.391
H 0.543 -4.483 2.409
H 2.405 -1.944 2.292
H 2.794 -3.714 2.151
H 2.450 -3.024 3.819
C -5.069 -0.069 -8.155
C -5.365 0.554 -6.865
N -5.597 1.044 -5.850
H -5.973 -0.275 -8.718
H -4.439 0.572 -8.776
H -4.541 -1.019 -8.032
C 3.226 -0.008 9.698
C 3.007 -0.428 11.084
N 2.835 -0.758 12.171
H 3.882 -0.702 9.167
H 2.288 0.042 9.140
H 3.688 0.980 9.645
C 7.649 1.588 -5.699
C 6.354 0.916 -5.594
N 5.335 0.388 -5.511
H 7.637 2.359 -6.465
H 7.928 2.066 -4.762
H 8.446 0.886 -5.956
C -4.541 -2.013 9.174
C -4.903 -1.495 7.853
N -5.187 -1.089 6.815
H -3.465 -2.178 9.260
H -4.828 -1.320 9.968
H -5.034 -2.965 9.380
C 3.547 -7.107 3.066
C 2.450 -6.366 3.696
N 1.587 -5.784 4.192
H 4.187 -7.586 3.811
H 3.176 -7.894 2.405
H 4.184 -6.450 2.466
C 6.831 -4.274 4.363
C 5.684 -4.531 3.490
N 4.782 -4.732 2.805
H 7.332 -3.339 4.102
H 6.530 -4.200 5.410
H 7.574 -5.071 4.293
C -9.014 -1.095 -10.166
C -7.684 -1.701 -10.254
N -6.640 -2.177 -10.324
H -9.726 -1.591 -10.829
H -9.417 -1.157 -9.153
H -8.993 -0.041 -10.442
C 4.871 5.147 -5.161
C 6.207 4.555 -5.256
N 7.257 4.089 -5.332
H 4.165 4.653 -5.832
H 4.468 5.067 -4.148
H 4.883 6.207 -5.424
C -9.239 2.969 -8.415
C -8.289 1.879 -8.639
N -7.541 1.022 -8.815
H -8.785 3.943 -8.607
H -10.110 2.882 -9.068
H -9.604 2.977 -7.385
*
```

Highest occupied orbital energy = -10.73 eV
Gap between HOMO and LUMO = 7.6 eV
Lowest unoccupied orbital energy = -3.152 eV
Calculated total energy = -5453.03937 a.u.

Molecular formula: C41H63N6O6PS
Method: DFT, ωB97M-V with the def2-TZVPD basis set

ORCA input file:
```
! RIJCOSX wB97M-V def2-TZVPD def2/J DEFGRID3
* xyz 0 1
C 5.363 0.841 4.047
C 6.142 -0.116 3.158
C 5.946 0.157 1.651
C 5.875 -1.137 0.886
C 4.604 -1.952 1.155
C 3.358 -1.122 1.433
C 2.983 -0.341 0.174
C 1.971 0.803 0.378
C 0.916 0.772 -0.757
C -0.536 0.674 -0.281
C -0.876 -0.616 0.374
N -1.283 -1.702 -0.519
C -0.534 -1.978 -1.505
C -0.790 -1.387 -2.850
C 0.599 -2.921 -1.440
O 0.236 -1.196 1.134
C -0.278 -2.111 1.931
O 0.109 -3.220 2.046
C -1.438 -1.427 2.637
P -2.645 -2.538 3.343
O -1.918 -3.547 4.336
O -3.228 -3.417 2.143
S -4.114 -1.682 4.231
C -2.037 -0.625 1.440
C -2.592 0.687 2.009
C -3.951 0.946 1.337
C -4.584 2.337 1.439
C -3.734 3.449 0.919
O -3.547 3.625 -0.229
O -3.155 4.295 1.819
H 5.303 0.476 5.058
H 5.885 1.782 4.098
H 4.364 0.960 3.665
H 7.190 0.041 3.370
H 5.927 -1.136 3.427
H 5.088 0.792 1.502
H 6.795 0.726 1.304
H 6.737 -1.738 1.141
H 5.949 -0.946 -0.173
H 4.408 -2.578 0.298
H 4.826 -2.622 1.975
H 2.564 -1.833 1.593
H 3.455 -0.518 2.320
H 2.617 -1.072 -0.527
H 3.840 0.102 -0.310
H 1.424 0.652 1.295
H 2.456 1.757 0.448
H 1.142 0.020 -1.496
H 0.985 1.716 -1.276
H -0.762 1.536 0.320
H -1.160 0.757 -1.151
H -1.508 -0.592 -2.807
H -1.261 -2.182 -3.422
H 0.119 -1.129 -3.371
H 1.220 -2.715 -0.588
H 1.167 -2.934 -2.352
H 0.228 -3.925 -1.296
H -0.946 -0.791 3.351
H -0.960 -3.538 4.200
H -2.795 -4.279 2.199
H -2.779 -1.271 1.010
H -1.893 1.509 1.987
H -2.812 0.511 3.048
H -4.615 0.241 1.806
H -3.867 0.635 0.307
H -5.466 2.325 0.819
H -4.910 2.491 2.455
H -2.803 3.732 2.517
N 2.435 6.105 1.248
C 2.220 6.861 0.133
C 0.877 6.859 -0.120
C 0.256 6.070 0.887
C 1.244 5.620 1.717
H 3.329 5.931 1.660
H 3.037 7.335 -0.382
H 0.390 7.367 -0.935
H -0.797 5.862 0.982
H 1.205 5.000 2.597
N -7.093 6.584 -2.931
C -5.924 5.869 -2.920
C -5.458 5.843 -1.635
C -6.385 6.569 -0.836
C -7.382 7.011 -1.664
H -7.651 6.768 -3.743
H -5.528 5.443 -3.826
H -4.556 5.359 -1.301
H -6.325 6.745 0.225
H -8.266 7.589 -1.462
N -2.310 -0.803 -6.538
C -2.649 0.513 -6.375
C -4.004 0.579 -6.198
C -4.503 -0.751 -6.250
C -3.435 -1.580 -6.458
H -1.381 -1.146 -6.690
H -1.900 1.286 -6.401
H -4.575 1.479 -6.046
H -5.528 -1.062 -6.145
H -3.377 -2.650 -6.556
N 0.130 -6.744 3.923
C 0.878 -7.777 4.419
C 0.369 -8.113 5.644
C -0.733 -7.250 5.897
C -0.857 -6.419 4.817
H 0.282 -6.294 3.039
H 1.703 -8.182 3.860
H 0.743 -8.890 6.288
H -1.361 -7.242 6.771
H -1.557 -5.631 4.605
N 3.657 -1.799 -5.508
C 3.506 -1.478 -4.186
C 4.373 -2.251 -3.462
C 5.087 -3.061 -4.388
C 4.621 -2.760 -5.639
H 3.144 -1.389 -6.265
H 2.799 -0.729 -3.871
H 4.494 -2.231 -2.392
H 5.852 -3.783 -4.160
H 4.893 -3.143 -6.607
*
```

Highest occupied orbital energy = -8.00 eV
Gap between HOMO and LUMO = 8.0 eV
Lowest unoccupied orbital energy = -0.004 eV
Structure (SMILES) = CCCCCCCCCC[C@@]1(N=C(C)C)OC(=O)[C@H](P(O)(O)=S)[C@H]1CCCC(=O)O.c1cc[nH]c1.c1cc[nH]c1.c1cc[nH]c1.c1cc[nH]c1.c1cc[nH]c1
Calculated total energy = -3119.56141 a.u.

Molecular formula: C41H64CsFGeNO3P
Method: DFT, ωB97M-V with the def2-TZVPD basis set

ORCA input file:
```
! RIJCOSX wB97M-V def2-TZVPD def2/J DEFGRID3
* xyz -1 2
Cs 0.592 0.435 0.399
C 0.246 4.495 1.100
C 1.215 4.037 2.191
C 2.219 5.157 2.474
C 0.439 3.697 3.466
O 1.879 2.900 1.686
Ge 3.096 1.861 2.699
O 3.520 0.854 1.155
C 4.403 1.262 0.133
C 3.624 1.986 -0.973
C 5.039 -0.008 -0.436
C 5.505 2.187 0.656
O 1.723 0.651 3.161
C 1.876 -0.484 3.986
C 0.472 -1.030 4.246
C 2.529 -0.114 5.321
C 2.711 -1.552 3.276
H -0.297 5.396 1.397
H -0.485 3.710 0.891
H 0.796 4.704 0.180
H 1.713 6.067 2.808
H 2.784 5.385 1.568
H 2.925 4.849 3.248
H -0.150 4.552 3.811
H 1.126 3.403 4.262
H -0.228 2.852 3.286
H 2.908 1.308 -1.448
H 4.297 2.352 -1.754
H 3.077 2.826 -0.544
H 4.255 -0.685 -0.784
H 5.609 -0.518 0.343
H 5.704 0.216 -1.274
H 5.082 3.130 1.012
H 6.224 2.413 -0.136
H 6.033 1.717 1.487
H -0.137 -0.273 4.745
H 0.502 -1.929 4.869
H -0.016 -1.287 3.302
H 1.957 0.681 5.804
H 3.547 0.247 5.167
H 2.564 -0.978 5.989
H 2.211 -1.865 2.355
H 2.842 -2.436 3.907
H 3.690 -1.152 3.007
C -0.450 -1.154 -5.704
C 0.354 -1.062 -4.411
C 0.224 -2.379 -3.639
P -0.060 0.307 -3.210
C 0.698 1.843 -3.955
C 0.277 3.019 -3.070
C 0.552 2.200 -5.433
C -1.867 0.490 -3.313
C -2.536 0.980 -4.436
C -3.910 1.153 -4.502
C -4.586 1.695 -5.734
C -4.640 0.798 -3.362
C -4.035 0.302 -2.232
C -2.619 0.116 -2.148
N -2.003 -0.369 -1.067
C -2.726 -0.712 0.068
C -3.139 -2.047 0.266
C -2.969 -3.027 -0.861
C -3.686 -2.435 1.481
C -3.845 -1.542 2.537
C -4.355 -2.005 3.876
C -3.491 -0.218 2.318
C -2.964 0.215 1.103
C -2.689 1.681 0.889
H -0.089 -1.991 -6.310
H -0.387 -0.250 -6.311
H -1.504 -1.327 -5.482
H 1.412 -0.901 -4.653
H -0.801 -2.504 -3.280
H 0.880 -2.400 -2.767
H 0.466 -3.234 -4.278
H 1.765 1.661 -3.771
H -0.791 3.219 -3.187
H 0.828 3.926 -3.332
H 0.458 2.802 -2.015
H -0.468 2.493 -5.681
H 0.847 1.378 -6.086
H 1.198 3.053 -5.667
H -1.957 1.233 -5.316
H -3.857 1.872 -6.528
H -5.094 2.644 -5.539
H -5.336 1.003 -6.127
H -5.721 0.917 -3.367
H -4.638 0.039 -1.370
H -1.917 -3.104 -1.146
H -3.506 -2.695 -1.752
H -3.333 -4.016 -0.578
H -3.996 -3.469 1.610
H -5.059 -2.832 3.766
H -4.862 -1.199 4.408
H -3.538 -2.353 4.514
H -3.633 0.508 3.114
H -2.174 2.127 1.744
H -3.624 2.229 0.748
H -2.097 1.833 -0.015
F 0.496 -7.586 3.773
C 0.445 -6.484 2.988
C -0.689 -5.689 3.029
C -0.736 -4.563 2.236
C 0.349 -4.215 1.391
C 0.307 -3.042 0.628
C 1.482 -5.066 1.387
C 1.531 -6.193 2.180
H -1.508 -5.958 3.682
H -1.604 -3.916 2.256
H -0.566 -2.403 0.658
H 1.144 -2.755 0.007
H 2.325 -4.813 0.757
H 2.393 -6.846 2.189
*
```

Highest occupied orbital energy (alpha / beta) = -3.79 / -3.79 eV
⟨S²⟩ = 0.790
Gap between HOMO and LUMO (alpha / beta) = 5.8 / 5.3 eV
Lowest unoccupied orbital energy (alpha / beta) = 2.028 / 1.489 eV
Calculated total energy = -4419.57808 a.u.

Among the records above, which one has the lowest calculated total energy? C41H62ClF13N12O4PS2